C32H66FN2O15S | ωB97M-V with the def2-TZVPD basis set

```
117
Properties=species:S:1:pos:R:3:mulliken_charge:R:1
C -0.516 1.995 3.097 -0.991
C -0.114 2.780 1.788 -0.309
S 1.709 2.624 1.616 -0.146
C 2.131 2.099 -0.090 -1.501
C 2.592 0.592 -0.184 2.615
C 1.489 -0.426 -0.619 -1.469
C 0.020 0.079 -0.340 0.664
C -0.917 -1.165 -0.575 -0.573
F -1.387 -1.560 0.675 -0.342
C 3.663 0.526 -1.367 -1.656
N 5.007 -0.020 -0.966 0.098
C 4.985 -0.302 0.509 -0.983
C 3.551 0.176 1.011 -0.382
C 3.048 -0.930 1.989 -1.140
N 3.774 -0.916 3.268 -0.406
C 3.254 -2.078 4.045 -0.824
H -1.432 2.392 3.562 0.342
H 0.317 2.137 3.818 0.384
H -0.589 0.910 2.882 0.152
H -0.434 3.826 1.961 0.495
H -0.664 2.399 0.907 0.243
H 1.337 2.344 -0.816 0.456
H 3.012 2.706 -0.390 0.493
H 1.554 -1.399 -0.086 0.292
H 1.511 -0.679 -1.697 0.361
H -0.253 0.851 -1.081 0.451
H -0.127 0.382 0.708 -0.669
H -1.743 -0.959 -1.272 0.286
H -0.315 -2.018 -0.945 0.362
H 3.420 -0.131 -2.226 0.202
H 3.811 1.496 -1.890 0.478
H 5.195 -0.943 -1.370 0.429
H 5.783 0.524 -1.350 0.351
H 5.699 0.451 0.907 0.257
H 5.341 -1.281 0.862 0.363
H 3.852 0.986 1.707 0.389
H 3.070 -1.914 1.482 0.536
H 1.971 -0.718 2.216 0.443
H 3.478 -0.064 3.739 0.305
H 2.162 -1.899 4.188 0.309
H 3.377 -2.994 3.444 0.273
H 3.700 -2.144 5.051 0.366
C -5.007 -1.244 1.806 -1.341
C -3.992 -0.146 1.559 0.493
O -4.634 1.047 1.086 -0.327
C -5.169 1.820 2.033 0.664
O -5.153 1.609 3.213 -0.566
O -5.738 2.869 1.432 -0.394
C -6.395 3.769 2.331 -0.778
H -5.613 -1.412 0.914 0.325
H -4.507 -2.175 2.076 0.384
H -5.690 -0.972 2.612 0.364
H -3.302 -0.455 0.780 -0.130
H -3.401 0.060 2.453 0.218
H -5.722 4.095 3.122 0.351
H -7.282 3.297 2.753 0.291
H -6.702 4.639 1.753 0.275
C -2.899 -3.072 -7.057 -1.092
C -3.719 -3.510 -5.861 -0.164
O -3.127 -4.649 -5.222 -0.357
C -2.135 -4.380 -4.379 0.795
O -1.705 -3.288 -4.111 -0.567
O -1.689 -5.537 -3.887 -0.333
C -0.588 -5.402 -2.993 -0.535
H -2.742 -3.908 -7.740 0.299
H -3.401 -2.266 -7.593 0.359
H -1.913 -2.720 -6.748 0.297
H -4.710 -3.822 -6.188 0.301
H -3.856 -2.695 -5.149 0.293
H -0.820 -4.704 -2.188 0.177
H 0.301 -5.079 -3.536 0.281
H -0.399 -6.382 -2.560 0.248
C -10.912 5.854 -2.693 -1.088
C -10.946 4.710 -1.701 -0.179
O -9.897 3.769 -1.965 -0.370
C -8.703 4.096 -1.474 0.775
O -8.441 5.083 -0.840 -0.543
O -7.841 3.138 -1.814 -0.353
C -6.503 3.389 -1.380 -0.199
H -10.932 5.474 -3.716 0.293
H -11.766 6.516 -2.546 0.354
H -9.998 6.439 -2.584 0.307
H -11.882 4.161 -1.801 0.293
H -10.891 5.070 -0.673 0.303
H -6.467 3.586 -0.315 0.054
H -6.079 4.225 -1.939 0.322
H -5.915 2.497 -1.586 0.192
C 3.443 -6.522 8.935 -1.077
C 4.475 -5.714 9.695 -0.170
O 5.698 -5.617 8.954 -0.362
C 5.723 -4.673 8.016 0.789
O 4.830 -3.913 7.750 -0.563
O 6.914 -4.724 7.414 -0.333
C 7.063 -3.786 6.353 -0.614
H 3.849 -7.496 8.656 0.294
H 2.549 -6.672 9.542 0.356
H 3.153 -6.017 8.012 0.293
H 4.722 -6.218 10.630 0.300
H 4.099 -4.723 9.952 0.301
H 6.839 -2.774 6.688 0.288
H 6.421 -4.063 5.515 0.265
H 8.100 -3.819 6.025 0.231
C 6.180 2.694 -8.177 -1.104
C 4.973 2.299 -7.351 -0.193
O 5.347 2.027 -5.990 -0.354
C 5.471 3.098 -5.210 0.751
O 5.296 4.238 -5.531 -0.524
O 5.837 2.680 -3.989 -0.328
C 6.048 3.743 -3.057 -0.685
H 6.963 1.938 -8.096 0.299
H 5.906 2.808 -9.226 0.363
H 6.603 3.636 -7.826 0.309
H 4.544 1.376 -7.741 0.290
H 4.193 3.061 -7.392 0.322
H 5.178 4.395 -3.001 0.337
H 6.935 4.313 -3.329 0.359
H 6.209 3.296 -2.076 0.166
```

For the energy, the calculation gives -81492.950 eV. Its frontier orbital gap is 8.3690 eV. Its LUMO energy is -3.09 eV. Its total charge is +1. The value obtained for the HOMO energy is -11.46 eV. The largest force on an atom comes out at 0.061 hartree/bohr.